(1)
The following is a DFT calculation (ωB97M-V/def2-TZVPD) of a cluster of 5 separate species, C22H43ClF3I2N8O5 in total.

Structure (XYZ):
```
84
Properties=species:S:1:pos:R:3:lowdin_charge:R:1
C 0.9863 -3.5007 5.9804 -0.12
C 1.0330 -1.9867 5.2888 -0.25
C 0.9768 -2.2245 3.6677 -0.56
Cl 2.6958 -2.4966 2.9814 0.58
C 0.1947 -1.0599 2.8194 -0.05
N 0.8823 -0.5934 1.5196 0.11
C -0.0677 0.4264 0.9315 -0.17
N 0.0925 1.0987 -0.2550 -0.03
C 1.2423 0.9559 -1.2281 -0.71
I 1.6569 -1.0897 -1.8893 0.83
C 0.8168 1.8076 -2.6031 -0.75
C 1.9210 1.5668 -3.8354 -0.25
I -1.1186 1.0991 -3.4505 0.74
N -1.2161 0.5190 1.9517 0.09
N -1.1084 -0.3313 3.0640 -0.03
C -2.0423 -0.5184 4.2482 -0.10
O -2.1439 -1.9155 4.6999 -0.01
C -3.2125 -2.6519 4.0068 -0.23
F -3.1774 -4.0559 4.5630 0.04
F -4.5827 -2.1479 4.2845 0.06
F -2.9027 -2.7881 2.5498 0.05
H 1.4268 -4.2508 5.1699 0.08
H 1.6816 -3.5758 6.9337 0.10
H -0.1345 -3.8371 6.2118 0.09
H 2.0677 -1.5189 5.6407 0.12
H 0.1986 -1.2892 5.7207 0.10
H 0.3956 -3.2486 3.4839 0.13
H -0.6650 1.8061 -0.4974 0.14
H 2.1922 1.4665 -0.7162 0.14
H 0.6880 2.9588 -2.4017 0.10
H 3.0325 1.6378 -3.4589 0.09
H 1.6886 0.6173 -4.4789 0.04
H 1.7655 2.5022 -4.5570 0.10
H -2.0376 1.1682 1.7724 0.19
H -3.0900 0.0113 4.0731 0.16
H -1.5414 0.0822 5.1500 0.15
C 2.0311 1.8887 6.3933 -0.33
O 2.7698 1.8850 7.3700 0.02
N 0.8461 2.5851 6.2894 -0.20
C 0.0277 2.5367 5.0958 -0.07
C 0.4038 3.3912 7.4081 -0.04
H 2.2726 1.3093 5.4870 0.12
H -0.0745 3.5497 4.6960 0.10
H -0.9587 2.1440 5.3592 0.04
H 0.4784 1.8940 4.3348 0.07
H 1.1648 4.1467 7.6255 0.10
H 0.2852 2.7482 8.2854 0.10
H -0.5467 3.8812 7.1796 0.09
C 4.6164 -0.6233 -5.5287 -0.34
O 4.8031 0.5613 -5.7764 -0.01
N 3.8736 -1.4936 -6.2974 -0.20
C 3.7006 -2.8847 -5.9342 -0.06
C 3.2456 -1.0035 -7.5066 -0.05
H 5.0488 -1.0991 -4.6331 0.13
H 4.0979 -3.5118 -6.7376 0.09
H 2.6333 -3.0860 -5.8043 0.09
H 4.2257 -3.1174 -5.0039 0.08
H 4.0182 -0.6138 -8.1763 0.10
H 2.5611 -0.1901 -7.2478 0.09
H 2.6938 -1.8037 -8.0073 0.06
C -3.5774 2.2307 5.3807 -0.34
O -2.8597 3.0075 4.7634 -0.01
N -4.8136 2.5331 5.9104 -0.19
C -5.6024 1.5545 6.6295 -0.05
C -5.3419 3.8709 5.7437 -0.04
H -3.2720 1.1875 5.5648 0.09
H -6.5579 1.4227 6.1137 0.10
H -5.7800 1.9207 7.6448 0.10
H -5.0859 0.5922 6.6801 0.09
H -5.4239 4.0908 4.6750 0.10
H -4.6499 4.5863 6.1983 0.10
H -6.3249 3.9598 6.2143 0.10
C 1.0174 -1.9738 -10.0938 -0.31
O 0.8783 -1.3075 -9.0758 -0.02
N 0.5900 -1.6096 -11.3527 -0.21
C 0.7937 -2.4570 -12.5091 -0.06
C -0.0840 -0.3398 -11.5265 -0.05
H 1.5168 -2.9565 -10.0746 0.13
H 1.3932 -1.9131 -13.2447 0.09
H -0.1801 -2.7066 -12.9403 0.09
H 1.3121 -3.3798 -12.2350 0.09
H 0.5836 0.4648 -11.2039 0.09
H -0.9816 -0.3246 -10.9010 0.09
H -0.3622 -0.1900 -12.5733 0.09
```

Computed properties:
E_HOMO = -10.489 eV
Lowest unoccupied orbital energy = -0.1351 Ha
Net charge = +1
Molecular weight = 845.9 g/mol
Kohn-Sham gap = 6.812 eV
DFT total energy = -82530.9188 eV

=====

(2)
The following is a DFT calculation (ωB97M-V/def2-TZVPD) of a cluster of 3 separate species, C22H43F2N3O6S in total.

Structure (XYZ):
```
77
Properties=species:S:1:pos:R:3:lowdin_charge:R:1
C 6.1081 1.2044 3.1971 -0.07
C 6.2455 0.1114 2.1063 -0.17
C 5.5667 -1.2130 2.4425 -0.38
F 6.1657 -1.6812 3.6112 0.00
N 4.1374 -1.0891 2.7521 -0.13
C 3.3230 -0.6230 1.6132 -0.12
C 2.0664 0.1202 2.0926 -0.21
C 1.2551 0.7220 1.1385 -0.08
C 0.1248 1.4314 1.4606 -0.06
C -0.2591 1.5430 2.8511 -0.05
C 0.5658 0.9267 3.7628 -0.08
C 1.7033 0.2145 3.4030 -0.05
S 3.5782 -2.5928 3.2612 0.62
O 2.2203 -2.7777 2.8878 -0.23
O 4.4083 -3.6465 2.7955 -0.22
F 3.5937 -2.4978 4.8163 -0.11
H 7.0865 1.3280 3.6734 0.07
H 5.9295 2.1616 2.6886 0.07
H 5.3181 1.0132 3.9259 0.07
H 5.9210 0.4327 1.1087 0.10
H 7.3124 -0.1246 1.9984 0.12
H 5.8081 -1.9442 1.6594 0.15
H 2.9839 -1.4280 0.9500 0.11
H 3.8534 0.1031 0.9898 0.13
H 1.5339 0.6173 0.0875 0.12
H -0.4265 1.8840 0.6390 0.09
H -1.1513 2.0894 3.1441 0.10
H 0.3042 0.9730 4.8191 0.11
H 2.2951 -0.2667 4.1758 0.10
C -6.3784 3.2433 -2.6615 -0.12
O -4.9972 3.4080 -2.9277 -0.20
C -4.6015 4.7696 -3.0620 -0.22
C -3.6870 5.1729 -1.9218 -0.21
N -4.4205 5.2478 -0.6626 -0.05
C -3.5671 5.4051 0.5126 -0.20
C -2.6281 4.2526 0.8617 -0.23
O -3.3095 3.0670 1.2763 -0.19
C -3.6943 2.2043 0.2227 -0.10
H -6.5975 2.1768 -2.6919 0.09
H -6.6393 3.6209 -1.6673 0.08
H -6.9879 3.7466 -3.4173 0.09
H -5.4636 5.4384 -3.1350 0.12
H -4.0419 4.8455 -3.9991 0.12
H -3.2492 6.1513 -2.1401 0.12
H -2.8759 4.4346 -1.8706 0.11
H -4.9630 4.4010 -0.5512 0.07
H -4.2333 5.5587 1.3654 0.12
H -2.9800 6.3223 0.4026 0.12
H -2.0333 4.5675 1.7240 0.12
H -1.9066 4.0349 0.0657 0.10
H -2.9986 2.2424 -0.6198 0.09
H -4.7084 2.4300 -0.1161 0.07
H -3.7033 1.1870 0.6176 0.09
C -0.5573 -1.8624 -0.2427 -0.11
O 0.6553 -2.1882 -0.9045 -0.20
C 1.3235 -3.3149 -0.3371 -0.21
C 1.3234 -4.4760 -1.3119 -0.21
N -0.0176 -5.0290 -1.4668 -0.05
C -0.1390 -5.9959 -2.5554 -0.20
C 0.0640 -5.4843 -3.9805 -0.23
O -0.9410 -4.5867 -4.4197 -0.18
C -0.7157 -3.2260 -4.0937 -0.10
H -0.9351 -0.9338 -0.6699 0.09
H -1.3070 -2.6455 -0.3978 0.08
H -0.3959 -1.7124 0.8282 0.09
H 0.8927 -3.6012 0.6249 0.12
H 2.3603 -3.0156 -0.1597 0.10
H 1.9930 -5.2571 -0.9406 0.13
H 1.7184 -4.1072 -2.2682 0.11
H -0.6644 -4.2706 -1.6411 0.07
H -1.1479 -6.4122 -2.4941 0.12
H 0.5542 -6.8228 -2.3715 0.12
H -0.0049 -6.3502 -4.6453 0.12
H 1.0625 -5.0604 -4.1383 0.11
H 0.3484 -2.9793 -4.0626 0.09
H -1.1876 -2.9700 -3.1417 0.07
H -1.1887 -2.6182 -4.8663 0.09
```

Computed properties:
E_HOMO = -8.590 eV
Lowest unoccupied orbital energy = 0.0206 Ha
SMILES = CC[C@@H](F)N(Cc1ccccc1)S(=O)(=O)F.COCCNCCOC.COCCNCCOC
Molecular weight = 515.7 g/mol
Kohn-Sham gap = 9.150 eV
DFT total energy = -56533.3622 eV

=====

(3)
The following is a DFT calculation (ωB97M-V/def2-TZVPD) of a cluster of 3 separate species, C22H43FN8O3P2S in total.

Structure (XYZ):
```
80
Properties=species:S:1:pos:R:3:lowdin_charge:R:1
C -2.7583 -4.1946 5.1552 -0.03
C -1.4339 -3.7242 4.7531 -0.14
C -1.0678 -3.9691 3.2104 -0.12
C -2.2515 -3.7846 2.2183 0.06
C -1.9977 -4.0147 0.6869 -0.30
N -3.0462 -3.8550 -0.2907 -0.24
S -2.2090 -4.2749 -1.7427 0.91
N -0.6028 -4.6105 -1.2527 -0.27
C -0.5615 -4.4282 0.1808 -0.26
C 0.6083 -4.5804 1.2084 0.05
C 0.3732 -4.3643 2.7156 -0.11
C 1.5964 -4.5005 3.7741 -0.03
C 2.8672 -3.8426 3.0084 -0.31
O 3.6891 -4.5004 2.3480 0.09
F 2.9342 -2.4023 3.1208 0.00
H -2.9932 -5.3248 5.2086 0.08
H -3.5569 -3.3927 5.3616 0.07
H -0.7067 -3.1944 5.4685 0.09
H -3.3136 -3.5076 2.5390 0.11
H 1.6521 -4.8658 0.8165 0.11
H 1.3656 -3.8310 4.6885 0.12
H 1.7911 -5.5838 4.0692 0.14
O -2.5037 -0.5601 -4.0644 -0.31
P -1.4878 0.5193 -4.4888 0.76
N -1.2298 -0.2182 -6.0183 -0.31
C 0.0020 -0.3673 -6.7642 -0.13
C -2.3468 -0.0849 -6.9539 -0.14
N -0.3241 0.0007 -3.3273 -0.35
C 0.4429 -1.2203 -3.5282 -0.13
C -0.8410 0.0068 -1.9540 -0.14
N -0.3697 1.8185 -4.9355 -0.32
C -0.8933 2.8802 -5.7803 -0.14
C 1.0278 1.9820 -4.5885 -0.12
H 0.3042 0.5586 -7.2697 0.08
H -0.1089 -1.1352 -7.5373 0.09
H 0.8329 -0.7061 -6.1516 0.05
H -2.2923 0.8616 -7.5051 0.07
H -3.3084 -0.1109 -6.4350 0.07
H -2.3626 -0.9087 -7.6745 0.08
H -0.1809 -2.0505 -3.8770 0.08
H 0.9458 -1.5415 -2.6105 0.08
H 1.2554 -1.0566 -4.2362 0.05
H -1.4585 -0.8724 -1.7450 0.07
H -1.4500 0.8984 -1.7751 0.07
H -0.0198 0.0330 -1.2316 0.07
H -0.4900 2.8096 -6.7972 0.08
H -0.6573 3.8719 -5.3791 0.08
H -1.9836 2.8226 -5.8517 0.07
H 1.6552 1.2289 -5.0715 0.07
H 1.1911 1.9426 -3.5099 0.08
H 1.4127 2.9574 -4.9069 0.08
O -1.3897 1.8158 2.9101 -0.31
P -0.1196 2.6019 3.2922 0.75
N 0.1580 3.0891 1.6688 -0.31
C 1.4101 3.2048 0.9513 -0.13
C -0.7799 4.0934 1.1665 -0.14
N 0.7526 1.1669 3.6842 -0.35
C 1.2557 0.2862 2.6392 -0.12
C 0.0851 0.3497 4.7021 -0.15
N 1.2999 3.5290 3.8051 -0.32
C 1.1268 4.9628 3.9757 -0.14
C 2.6462 3.0655 4.0753 -0.12
H 1.9657 4.1135 1.2153 0.08
H 1.2309 3.2389 -0.1287 0.08
H 2.0661 2.3512 1.0984 0.05
H -0.4541 5.1073 1.4285 0.07
H -1.7805 3.9495 1.5821 0.07
H -0.8855 4.0302 0.0787 0.08
H 0.5147 0.1087 1.8518 0.09
H 1.5599 -0.6851 3.0370 0.05
H 2.1647 0.6915 2.1949 0.06
H -0.7291 -0.2471 4.2789 0.07
H -0.3333 0.9823 5.4912 0.07
H 0.7980 -0.3277 5.1825 0.07
H 1.6269 5.5182 3.1738 0.08
H 1.5212 5.3076 4.9378 0.08
H 0.0671 5.2348 3.9560 0.07
H 3.1497 2.7325 3.1645 0.07
H 2.6635 2.2562 4.8075 0.08
H 3.2696 3.8592 4.5023 0.08
```

Computed properties:
E_HOMO = -7.808 eV
Lowest unoccupied orbital energy = -0.0488 Ha
SMILES = C=Cc1cc2nsnc2cc1CC(=O)F.CN(C)P(=O)(N(C)C)N(C)C.CN(C)P(=O)(N(C)C)N(C)C
Molecular weight = 580.7 g/mol
Kohn-Sham gap = 6.481 eV
DFT total energy = -73690.9234 eV